1.
A 5-piece molecular cluster, C11H32NO4S5 overall. Source: the Open Molecules 2025 dataset; level of theory: ωB97M-V with the def2-TZVPD basis set.

Geometry as XYZ:
```
53
C11H32NO4S5 (ωB97M-V with the def2-TZVPD basis set)
C 5.636 1.583 0.013
C 4.559 2.571 -0.335
N 4.792 3.800 -0.206
C 3.283 1.953 -0.867
S 1.793 2.884 -0.446
H 6.542 1.916 -0.477
H 5.384 0.602 -0.377
H 5.825 1.575 1.079
H 3.977 4.350 -0.496
H 3.337 1.941 -1.952
H 3.143 0.920 -0.565
H 0.712 2.500 -1.259
H 1.489 2.707 0.851
C -2.819 0.962 -1.149
S -1.346 0.692 -2.131
O -0.643 2.026 -2.250
C -2.183 0.430 -3.691
H -2.513 1.188 -0.130
H -3.385 1.798 -1.563
H -3.413 0.050 -1.153
H -2.791 1.301 -3.934
H -2.805 -0.461 -3.607
H -1.429 0.280 -4.461
C 0.025 -1.157 1.733
S -1.254 -2.356 1.327
O -1.973 -1.834 0.129
C -2.293 -2.019 2.747
H 0.768 -1.174 0.937
H -0.419 -0.163 1.809
H 0.494 -1.436 2.677
H -2.577 -0.967 2.752
H -1.754 -2.269 3.661
H -3.185 -2.636 2.675
C -5.788 0.096 1.254
S -4.829 0.481 2.725
O -5.133 -0.563 3.736
C -5.751 1.956 3.175
H -5.397 -0.827 0.830
H -6.835 -0.037 1.525
H -5.682 0.906 0.531
H -6.801 1.701 3.317
H -5.645 2.703 2.388
H -5.338 2.342 4.104
C 5.355 -2.816 -0.783
S 4.188 -2.094 -1.941
O 3.266 -1.222 -1.146
C 3.295 -3.610 -2.291
H 5.994 -2.021 -0.403
H 4.814 -3.280 0.041
H 5.965 -3.555 -1.302
H 2.892 -4.019 -1.365
H 3.971 -4.323 -2.761
H 2.482 -3.374 -2.974
```

Properties
LUMO energy, eV: -2.791
Spin multiplicity: 1
HOMO level, eV: -11.09
Net charge: +1
HOMO-LUMO gap, eV: 8.300
Energy, eV: -75771.9239

2.
A 2-piece molecular cluster, ClHO3S overall. Source: the Open Molecules 2025 dataset; level of theory: ωB97M-V with the def2-TZVPD basis set.

Geometry as XYZ:
```
6
ClHO3S (ωB97M-V with the def2-TZVPD basis set)
O -1.153 -0.657 -0.924
O -0.152 1.485 -0.183
O -1.830 0.357 1.226
S -1.063 0.417 0.013
Cl 1.665 -0.703 0.357
H 2.534 -0.898 -0.489
```

Properties
ΔE to the lowest compared entry with this formula, charge and spin, kJ/mol: 26.2
LUMO energy, eV: -0.656
Spin multiplicity: 1
HOMO level, eV: -12.10
Net charge: 0
HOMO-LUMO gap, eV: 11.444
Energy, eV: -29514.9247
Structure (SMILES): O=S(=O)=O.Cl